Entry from the Open Molecules 2025 dataset: a cluster of 2 separate species, C5H10 in total at a distorted geometry (ωB97M-V/def2-TZVPD).

The charge is 0. Its SMILES is C=CC.C=C. For the total energy, the calculation gives -5345.1633 eV. Its multiplicity is 1. The frontier orbital gap is 0.39142 Ha. Its highest occupied orbital energy is -9.441 eV.

Geometry (Å):
1 C -1.790 0.001 0.386
2 C -0.783 0.267 1.229
3 C -0.162 1.620 1.405
4 H -2.404 -0.931 0.419
5 H -2.162 0.719 -0.377
6 H -0.455 -0.469 1.870
7 H -0.273 1.982 2.446
8 H -0.628 2.318 0.721
9 H 0.941 1.562 1.217
10 C 1.643 -0.876 -1.073
11 C 0.952 -1.476 -2.044
12 H 2.568 -1.309 -0.635
13 H 1.323 0.029 -0.603
14 H 1.153 -2.411 -2.450
15 H 0.078 -1.027 -2.511

Partial atomic charges computed with the Mulliken method, in multiples of e:
1. C -0.7149
2. C 0.0203
3. C -0.9408
4. H 0.2346
5. H 0.1987
6. H 0.3815
7. H 0.3065
8. H 0.2912
9. H 0.2381
10. C -0.2673
11. C -0.5344
12. H 0.2001
13. H 0.1073
14. H 0.2678
15. H 0.2111